Computed, not measured: a cluster of 6 separate species, C25H35F5N3O17 in total, with ωB97M-V/def2-TZVPD.

The geometry in XYZ format:
```
85
Properties=species:S:1:pos:R:3:forces:R:3
N -0.701 -3.169 -7.804 0.216 0.233 0.250
C -1.127 -3.125 -6.415 -0.050 0.008 -0.226
C -0.077 -2.706 -5.380 0.226 0.005 0.015
O -0.003 -1.301 -5.223 -0.147 0.005 0.104
C -0.284 -3.441 -4.013 0.161 0.066 -0.117
N -0.146 -2.551 -2.869 0.025 -0.238 -0.053
C -1.065 -1.721 -2.410 -0.114 -0.327 -0.505
N -0.520 -1.011 -1.437 -0.255 0.726 0.369
C 0.791 -1.382 -1.247 -0.009 0.121 0.175
C 1.704 -0.715 -0.281 -0.217 0.318 0.082
C 2.473 0.460 -0.924 0.033 -0.057 -0.180
C 3.069 0.151 -2.294 0.206 0.051 -0.081
C 4.095 -0.974 -2.262 0.074 -0.047 -0.187
O 4.387 -1.489 -3.557 -0.110 0.078 0.045
C 1.010 -2.350 -2.161 0.635 -0.477 -0.241
H -0.380 -2.252 -8.095 -0.047 -0.038 -0.095
H 0.083 -3.802 -7.921 -0.087 -0.057 -0.051
H -1.945 -2.395 -6.361 -0.115 -0.168 0.128
H -1.548 -4.100 -6.156 0.033 -0.010 0.014
H 0.911 -2.986 -5.753 -0.037 -0.016 0.051
H -0.892 -0.925 -5.261 0.064 -0.005 -0.141
H 0.497 -4.192 -3.894 -0.203 -0.102 -0.048
H -1.251 -3.941 -3.957 -0.034 0.095 0.035
H -2.062 -1.673 -2.812 -0.051 0.105 0.245
H -1.001 -0.294 -0.898 0.009 -0.080 0.096
H 2.379 -1.452 0.152 -0.030 -0.010 -0.038
H 1.092 -0.304 0.530 0.162 -0.115 0.082
H 1.787 1.304 -1.006 0.100 0.035 0.007
H 3.270 0.763 -0.244 -0.135 0.063 0.098
H 3.571 1.052 -2.664 -0.119 -0.023 0.014
H 2.297 -0.095 -3.030 -0.017 -0.022 0.071
H 5.011 -0.625 -1.772 -0.053 -0.083 0.073
H 3.730 -1.839 -1.704 0.070 0.082 0.089
H 4.683 -0.764 -4.117 0.038 -0.043 0.002
H 1.920 -2.888 -2.381 -0.180 0.004 -0.041
C -2.206 -1.222 3.430 -0.029 -0.030 0.058
C -1.655 -2.059 2.298 0.014 -0.068 -0.090
O -1.903 -1.227 1.154 0.189 0.069 0.074
C -1.961 0.059 1.587 -0.121 0.120 0.332
O -1.933 1.013 0.868 0.160 -0.293 -0.459
O -2.032 0.112 2.916 -0.054 0.012 0.084
F -2.315 -3.223 2.128 -0.089 0.040 -0.049
H -3.269 -1.414 3.574 -0.001 -0.045 -0.012
H -1.664 -1.345 4.362 0.092 0.109 -0.047
H -0.589 -2.263 2.369 -0.020 -0.042 -0.009
C -0.209 3.927 0.833 -0.193 0.009 0.002
C 0.495 5.187 1.290 0.150 -0.137 0.075
O 1.696 4.679 1.854 0.073 0.131 -0.178
C 1.965 3.477 1.287 -0.101 -0.004 0.009
O 2.990 2.892 1.382 0.069 -0.096 0.057
O 0.895 3.045 0.578 -0.095 0.013 -0.001
F -0.189 5.843 2.255 -0.050 -0.006 0.073
H -0.820 3.518 1.637 -0.014 0.049 0.028
H -0.817 4.055 -0.057 0.116 -0.060 -0.073
H 0.748 5.893 0.498 -0.065 0.070 0.039
C -4.601 1.063 -2.038 0.014 -0.056 0.033
C -3.456 1.104 -3.029 -0.083 0.015 -0.020
O -3.014 2.434 -2.946 0.168 -0.048 0.069
C -3.324 2.895 -1.694 -0.113 -0.027 0.120
O -2.870 3.868 -1.202 0.046 0.092 -0.085
O -4.196 2.056 -1.098 -0.130 0.041 -0.019
F -3.842 0.812 -4.294 -0.010 0.082 -0.034
H -5.536 1.351 -2.521 0.014 0.023 -0.039
H -4.723 0.107 -1.535 0.050 0.035 0.067
H -2.617 0.450 -2.780 -0.008 -0.049 -0.032
C 0.867 -6.632 4.754 0.000 -0.016 0.030
C -0.503 -6.650 4.103 0.016 0.054 -0.030
O -0.920 -5.297 4.235 0.027 0.017 -0.203
C 0.180 -4.518 4.362 0.005 -0.136 0.255
O 0.172 -3.329 4.319 -0.068 0.075 -0.121
O 1.276 -5.273 4.543 0.056 -0.025 0.019
F -1.378 -7.448 4.743 -0.005 0.029 0.110
H 0.784 -6.822 5.824 -0.043 -0.036 0.000
H 1.584 -7.312 4.305 0.040 0.090 -0.068
H -0.501 -6.913 3.043 -0.057 -0.064 0.017
C 1.571 6.778 4.880 0.029 -0.028 -0.055
C 0.425 6.785 5.871 0.067 0.047 0.064
O 1.087 6.945 7.106 -0.095 0.159 -0.009
C 2.288 7.557 6.880 -0.018 -0.116 -0.094
O 2.983 8.010 7.719 0.050 0.002 0.071
O 2.550 7.574 5.550 0.005 -0.015 -0.027
F -0.261 5.615 5.876 0.053 -0.079 0.017
H 1.952 5.764 4.748 -0.057 -0.032 -0.009
H 1.325 7.209 3.916 0.057 0.119 0.045
H -0.288 7.601 5.739 -0.082 -0.069 -0.023
```
Positions in Å, forces in eV/Å.

Computed properties:
- Total charge: +1
- LUMO level: -2.615 eV
- Frontier orbital gap: 0.3538 hartree
- Highest occupied orbital energy: -12.242 eV

Computed, not measured: a structure of composition C41H37F5OP2Sn at a distorted geometry, with ωB97M-V/def2-TZVPD.

The geometry in XYZ format:
```
87
Properties=species:S:1:pos:R:3:forces:R:3
Sn -1.677 -2.849 -0.200 3.058 0.867 0.539
C -2.578 -3.165 -2.220 0.236 -0.605 -0.237
C -2.364 -1.749 -2.185 -0.151 -0.636 0.067
C -3.560 -0.853 -2.184 -0.841 0.939 0.285
C -4.449 -1.045 -0.933 -0.048 0.356 -1.047
C -3.660 -1.609 0.211 -0.451 -0.332 0.462
C -3.744 -2.973 0.585 -0.978 0.549 -0.137
C -4.251 -4.048 -0.380 -0.707 -0.224 -0.289
C -3.909 -3.820 -1.894 -0.698 -0.366 -0.020
C 1.526 0.798 0.449 0.222 -0.174 0.307
H -1.934 -3.750 -2.884 0.015 0.195 0.358
H -1.452 -1.358 -2.648 -0.424 -0.351 0.045
H -4.176 -1.040 -3.079 0.243 0.092 -0.029
H -3.262 0.204 -2.236 -0.017 -0.324 -0.060
H -4.879 -0.067 -0.644 0.122 -0.468 0.008
H -5.297 -1.696 -1.194 0.244 0.196 0.321
H -3.246 -0.848 0.878 -0.363 -0.559 0.206
H -3.741 -3.200 1.663 0.444 -0.120 -0.538
H -5.345 -4.171 -0.295 0.068 0.024 0.016
H -3.823 -5.018 -0.072 -0.137 0.476 -0.115
H -3.896 -4.823 -2.366 -0.173 0.533 0.190
H -4.733 -3.253 -2.357 0.153 -0.301 -0.021
H 1.974 -0.186 0.644 0.187 0.431 -0.239
H 0.886 1.053 1.313 0.248 0.165 -0.639
H 2.288 1.561 0.273 0.135 -0.331 0.349
P 0.597 0.736 -1.066 0.450 -1.658 0.122
P -1.267 1.553 2.140 1.142 0.807 0.761
C -1.085 1.170 -0.687 -0.948 0.607 0.813
C -1.589 1.819 0.435 -1.204 0.220 -0.975
C 1.178 1.915 -2.286 -0.397 0.370 -0.375
C 0.252 2.476 -3.179 0.317 -0.168 -0.150
C 0.714 3.068 -4.354 -0.012 0.094 0.160
C 2.086 3.168 -4.601 -0.061 -0.129 0.179
C 3.002 2.628 -3.694 -0.205 0.049 -0.022
C 2.548 1.984 -2.544 0.049 -0.063 -0.038
C 0.953 -0.855 -1.975 0.039 -0.567 -0.457
C 1.390 -2.047 -1.355 -0.238 0.305 0.047
C 1.644 -3.199 -2.116 -0.080 0.161 0.008
C 1.562 -3.171 -3.512 0.120 0.323 0.001
C 1.233 -1.975 -4.160 -0.235 -0.026 0.427
C 0.877 -0.867 -3.387 0.051 0.529 0.105
C -1.323 2.911 3.349 -0.147 1.192 0.086
C -0.737 4.119 2.891 0.008 -0.410 0.389
C -0.477 5.175 3.765 -0.380 -0.051 0.191
C -0.882 5.100 5.107 -0.145 -0.340 -0.299
C -1.491 3.925 5.582 0.311 0.249 -0.470
C -1.694 2.834 4.725 0.224 -0.128 -0.759
C -1.658 0.035 2.942 0.599 -1.390 0.161
C -0.479 -0.709 3.221 -0.622 0.302 0.129
C -0.531 -1.824 4.035 -0.219 -0.356 0.177
C -1.782 -2.298 4.454 0.186 0.170 0.001
C -2.960 -1.627 4.098 0.063 -0.102 0.135
C -2.908 -0.421 3.396 0.553 -0.189 -0.171
H -1.743 1.227 -1.564 0.525 0.367 0.247
H -2.385 2.578 0.259 0.355 -0.625 -0.236
H -0.817 2.378 -2.993 0.297 0.153 -0.142
H -0.010 3.427 -5.082 0.188 0.082 0.137
H 2.440 3.656 -5.509 -0.098 -0.177 0.201
H 4.072 2.660 -3.902 -0.302 0.052 0.093
H 3.239 1.463 -1.881 -0.042 0.035 -0.184
H 1.508 -2.085 -0.268 0.004 -0.050 -0.490
H 1.919 -4.134 -1.615 -0.056 0.502 -0.132
H 1.788 -4.060 -4.107 -0.031 0.286 0.314
H 1.243 -1.891 -5.255 -0.129 -0.118 0.565
H 0.551 0.038 -3.908 0.225 -0.283 0.123
H -0.417 4.181 1.848 -0.001 0.068 0.313
H 0.048 6.060 3.395 -0.278 -0.264 0.127
H -0.740 5.959 5.771 0.057 -0.409 -0.212
H -1.776 3.866 6.638 0.039 -0.098 -0.466
H -2.105 1.907 5.128 0.040 0.249 -0.163
H 0.467 -0.348 2.815 -0.270 -0.178 0.318
H 0.396 -2.316 4.348 -0.458 0.069 -0.220
H -1.818 -3.185 5.090 -0.124 0.233 -0.279
H -3.925 -2.053 4.387 0.310 0.257 0.030
H -3.812 0.147 3.188 0.167 -0.134 0.013
F 8.742 0.883 0.817 0.521 0.081 0.227
C 7.452 0.558 0.647 -0.346 0.125 -0.054
C 7.061 -0.785 0.634 0.017 0.292 0.262
F 7.961 -1.745 0.940 -0.188 0.278 -0.062
C 5.764 -1.112 0.319 -0.414 0.884 -0.303
F 5.309 -2.378 0.408 0.268 -0.122 -0.316
C 4.879 -0.112 -0.238 0.992 0.140 0.173
O 3.962 -0.390 -1.044 -1.517 -0.147 0.233
C 5.222 1.235 0.138 0.032 -0.902 0.042
F 4.278 2.212 0.098 -0.046 0.251 -0.502
C 6.508 1.572 0.456 0.619 -0.525 0.336
F 6.863 2.866 0.575 0.038 -0.204 0.047
```
Positions in Å, forces in eV/Å.

Computed properties:
- Total charge: 0
- LUMO level: -0.983 eV
- Relative energy (zero: lowest compared OMol25 entry of this formula, charge and spin): 25.4 kcal per mole
- Frontier orbital gap: 0.1865 hartree
- Highest occupied orbital energy: -6.059 eV

Computed, not measured: an isolated molecule of C4H8O at a distorted geometry, with ωB97M-V/def2-TZVPD.

The geometry in XYZ format:
```
13
Properties=species:S:1:pos:R:3:forces:R:3
C -1.654 0.700 0.983 1.422 1.338 -0.665
C -0.628 0.459 -0.128 -1.000 -0.386 2.072
C 0.421 -0.345 0.050 1.178 0.824 -2.823
C 1.199 -0.701 -1.231 0.022 0.528 0.023
O 0.973 -0.684 1.237 -0.959 -0.672 1.114
H -1.522 1.735 1.344 -0.179 -0.287 0.168
H -2.640 0.673 0.535 -0.310 -0.397 0.261
H -1.481 0.019 1.808 -0.368 -0.106 0.026
H -0.796 1.014 -1.040 -0.058 -0.773 -0.447
H 1.822 -1.590 -1.264 -0.051 -0.263 0.676
H 0.523 -0.809 -2.081 -0.062 0.143 0.194
H 1.857 0.134 -1.454 0.265 0.126 -0.176
H 1.927 -0.605 1.243 0.099 -0.076 -0.423
```
Positions in Å, forces in eV/Å.

Computed properties:
- Total charge: 0
- LUMO level: 0.831 eV
- Relative energy (zero: lowest compared OMol25 entry of this formula, charge and spin): 27.5 kcal per mole
- Frontier orbital gap: 0.3358 hartree
- Highest occupied orbital energy: -8.307 eV

Computed, not measured: an isolated molecule of C4H7NO2, with ωB97M-V/def2-TZVPD.

The geometry in XYZ format:
```
14
Properties=species:S:1:pos:R:3:forces:R:3
C -1.114 -1.154 0.510 0.012 -0.079 0.097
C -0.398 -0.085 -0.317 -0.076 0.044 0.136
C -1.013 1.283 0.053 -0.459 0.091 0.114
O -1.831 1.421 0.923 0.181 -0.021 -0.598
C 1.039 0.259 0.081 0.123 0.237 0.236
N 2.079 0.015 -0.761 0.068 -0.060 0.027
O 1.204 0.944 1.079 0.134 -0.326 -0.121
H -0.830 -1.075 1.561 0.001 -0.043 -0.095
H -2.187 -0.945 0.460 0.151 -0.114 0.024
H -0.952 -2.176 0.157 0.191 0.190 -0.009
H -0.475 -0.314 -1.392 0.005 0.330 0.256
H -0.589 2.154 -0.485 -0.112 -0.084 -0.007
H 2.115 -0.749 -1.413 -0.213 0.092 -0.022
H 2.952 0.422 -0.454 -0.006 -0.257 -0.039
```
Positions in Å, forces in eV/Å.

Computed properties:
- Total charge: 0
- LUMO level: 0.704 eV
- Relative energy (zero: lowest compared OMol25 entry of this formula, charge and spin): 18.3 kcal per mole
- Frontier orbital gap: 0.3877 hartree
- Highest occupied orbital energy: -9.847 eV